Entry from OMol25: a structure of composition C22H35IrO4Se2Si2Te3 (wB97M-V/def2-TZVPD).

Last column: Mulliken charge in e.
Positions of all 69 atoms, in Å:
Ir 2.3671 -0.0718 3.1382  1.797
Se 0.3478 -0.1289 4.5361  -0.312
Te 0.8722 1.5866 6.1834  0.043
Te 3.5904 1.5995 6.2162  0.078
Se 4.1300 -0.3120 4.7743  -0.405
O 1.3211 0.5648 1.1457  -0.174
C 0.8460 1.9387 1.1042  3.555
C 1.5063 2.7022 2.2956  -0.406
O 1.1003 3.8223 2.5385  -0.674
O 2.5014 2.1084 2.8557  -0.880
C 1.3721 2.5823 -0.1753  -0.699
C 2.2906 1.9343 -0.9912  0.206
C 2.7709 2.5586 -2.1386  -1.263
C 2.3350 3.8276 -2.4768  -0.433
C 1.4165 4.4788 -1.6598  -1.032
C 0.9408 3.8641 -0.5151  -0.221
C -0.6732 1.9221 1.1613  -0.404
C -1.3752 2.1404 2.3422  -0.523
C -2.7559 2.0073 2.3715  -1.058
C -3.4519 1.6638 1.2219  -0.713
C -2.7613 1.4524 0.0380  -0.396
C -1.3803 1.5794 0.0098  0.079
H 0.6426 -0.0120 0.7635  -0.385
H 2.6179 0.9318 -0.7478  0.448
H 3.4837 2.0412 -2.7687  0.442
H 2.7074 4.3121 -3.3703  0.417
H 1.0719 5.4724 -1.9164  0.425
H 0.2386 4.3722 0.1331  0.523
H -0.8467 2.4393 3.2348  0.509
H -3.2899 2.1812 3.2970  0.428
H -4.5299 1.5670 1.2471  0.416
H -3.2973 1.1926 -0.8652  0.409
H -0.8430 1.4238 -0.9191  0.096
O 4.1227 0.2651 1.3869  -0.625
H 4.9226 0.3041 1.9280  0.307
H 3.8826 1.1968 1.2556  0.397
C -0.3172 0.6523 -3.6249  -0.361
Si -1.0888 -1.0512 -3.6778  0.093
C -1.7458 -1.3840 -5.4016  -1.032
C -2.4970 -1.2053 -2.4532  -0.427
C 0.2370 -2.3185 -3.2753  -0.992
Te 0.9662 -2.1899 -1.2602  0.195
C -0.4590 -3.5422 -0.4138  -0.831
Si -0.5823 -3.3044 1.4498  -0.065
C -1.3746 -4.8156 2.2165  -1.085
C 1.1509 -3.0928 2.1382  -0.323
C -1.6514 -1.8055 1.7866  -0.171
H -1.0755 1.4380 -3.6707  0.373
H 0.3519 0.7920 -4.4783  0.418
H 0.2757 0.8112 -2.7213  -0.425
H -2.5014 -0.6461 -5.6818  0.303
H -2.2065 -2.3725 -5.4651  0.299
H -0.9467 -1.3390 -6.1448  0.298
H -3.2759 -0.4733 -2.6830  0.336
H -2.1677 -1.0337 -1.4257  -0.255
H -2.9545 -2.1965 -2.5067  0.426
H 1.1097 -2.1886 -3.9188  0.532
H -0.1005 -3.3488 -3.4006  0.423
H -0.1607 -4.5557 -0.6830  0.532
H -1.4229 -3.3266 -0.8784  0.239
H -0.7719 -5.7104 2.0473  0.317
H -2.3677 -4.9939 1.7983  0.298
H -1.4864 -4.6862 3.2957  0.288
H 1.7709 -3.9631 1.9091  0.372
H 1.1365 -2.9662 3.2238  0.295
H 1.6546 -2.2191 1.7025  -0.275
H -2.6888 -2.0269 1.5200  0.456
H -1.3620 -0.9277 1.2019  -0.442
H -1.6423 -1.5183 2.8409  0.222

## Properties
Gap between HOMO and LUMO (spin up / spin down) = 6.1 / 5.5 eV
Energy = -202739.996 eV
Relative energy (zero: lowest compared OMol25 entry of this formula, charge and spin) = 23.40 kcal per mole
⟨S²⟩ = 6.025
HOMO level (spin up / spin down) = -6.96 / -7.94 eV
2S+1 = 5

---

Entry from OMol25: an isolated molecule of C3H4N2O (wB97M-V/def2-TZVPD).

Last column: Mulliken charge in e.
Positions of all 10 atoms, in Å:
O -0.5077 -1.0655 -2.1480  -0.697
C -0.2258 -0.6250 -1.0372  0.320
C 0.5950 -1.0223 0.0364  -0.565
N 0.5599 -0.0349 1.0066  -0.079
C -0.2554 0.9478 0.6604  -0.187
N -0.7666 0.6252 -0.5297  -0.048
H 1.1717 -1.9177 0.1886  0.413
H 1.3432 0.0892 1.6331  0.256
H -0.4865 1.8261 1.2462  0.389
H -1.4276 1.1771 -1.0564  0.198

## Properties
Gap between HOMO and LUMO = 7.9 eV
Energy = -8202.767 eV
Relative energy (zero: lowest compared OMol25 entry of this formula, charge and spin) = 25.78 kcal per mole
HOMO level = -7.35 eV

---

Question: The lowest energy belongs to which entry?
Answer: C22H35IrO4Se2Si2Te3

---

Question: What is the formula in the first record?
Answer: C22H35IrO4Se2Si2Te3

---

Question: The lowest relative energy (zero: lowest compared OMol25 entry of this formula, charge and spin) belongs to which entry?
Answer: C22H35IrO4Se2Si2Te3

---

Question: The highest relative energy (zero: lowest compared OMol25 entry of this formula, charge and spin) belongs to which entry?
Answer: C3H4N2O